No. 1
18
Properties=species:S:1:pos:R:3 method="wB97M-V/def2-TZVPD" orbital_gap_ev=10.0164 de_lowest_kcal_mol=86.8 charge=0
C -1.63 -0.69 -0.79
O -2.47 0.32 -1.32
O -0.98 -0.26 0.34
H -0.48 -1.44 1.34
H -2.72 0.92 -0.62
H -2.24 -1.59 -0.58
H -1.02 -1.03 -1.65
C 0.96 0.01 0.44
C 0.84 1.30 1.19
C 1.31 0.06 -1.01
H 1.55 -0.73 0.97
H 0.19 -1.86 1.65
H 1.85 1.66 1.41
H 2.36 0.37 -1.09
H 0.28 2.03 0.62
H 0.34 1.13 2.14
H 0.64 0.73 -1.56
H 1.22 -0.93 -1.47

=====

No. 2
121
Properties=species:S:1:pos:R:3 method="wB97M-V/def2-TZVPD" orbital_gap_ev=9.5842 de_lowest_kcal_mol=86.6 charge=+3
C -4.12 -3.30 -1.56
C -3.87 -1.79 -1.34
N -4.56 -1.12 -0.04
C -6.06 -1.00 -0.48
C -4.50 -2.07 1.16
C -3.06 -2.37 1.66
C -3.86 0.29 0.24
C -4.51 1.48 -0.29
O -4.33 1.43 -1.71
C -5.06 2.45 -2.34
H -5.17 -3.39 -1.82
H -3.85 -3.87 -0.67
H -3.48 -3.78 -2.30
H -4.04 -1.22 -2.26
H -2.81 -1.60 -1.22
H -6.60 -0.52 0.33
H -6.45 -2.02 -0.49
H -6.23 -0.67 -1.51
H -5.13 -2.95 1.00
H -4.97 -1.54 1.98
H -2.44 -2.67 0.81
H -2.97 -3.13 2.44
H -2.63 -1.51 2.16
H -2.82 0.14 -0.06
H -3.80 0.43 1.32
H -3.83 2.32 -0.15
H -5.48 1.74 0.14
H -4.44 3.34 -2.20
H -6.09 2.60 -2.01
H -5.13 2.29 -3.41
C -0.64 1.84 -2.15
C 0.15 2.78 -1.29
N 1.35 3.56 -1.95
C 1.84 4.48 -0.83
C 2.41 2.49 -2.42
C 3.40 1.99 -1.33
C 0.79 4.33 -3.16
C 1.75 5.42 -3.64
O 1.56 6.49 -2.73
C 2.50 7.60 -2.75
H -0.16 0.86 -2.19
H -0.87 2.14 -3.18
H -1.59 1.60 -1.68
H 0.51 2.32 -0.37
H -0.55 3.58 -1.06
H 2.05 3.89 0.06
H 1.01 5.13 -0.57
H 2.77 4.96 -1.12
H 2.91 2.96 -3.28
H 1.86 1.62 -2.78
H 3.95 1.13 -1.70
H 2.92 1.61 -0.43
H 4.08 2.80 -1.06
H -0.16 4.77 -2.87
H 0.42 3.51 -3.78
H 1.55 5.69 -4.68
H 2.81 5.15 -3.60
H 2.27 8.38 -3.48
H 3.52 7.24 -2.87
H 2.36 8.13 -1.81
C -0.32 -4.11 -1.36
C -0.29 -3.17 -2.60
N 1.09 -2.99 -3.22
C 1.71 -4.42 -3.64
C 0.94 -2.10 -4.47
C 0.34 -2.80 -5.76
C 1.97 -2.19 -2.14
C 3.50 -2.26 -2.36
O 3.98 -3.59 -2.36
C 5.41 -3.67 -2.73
H 0.29 -5.01 -1.43
H -1.30 -4.48 -1.06
H 0.01 -3.56 -0.47
H -0.64 -2.21 -2.24
H -0.80 -3.57 -3.48
H 1.03 -5.02 -4.24
H 1.98 -4.89 -2.69
H 2.59 -4.18 -4.24
H 1.97 -1.82 -4.70
H 0.35 -1.26 -4.10
H 1.13 -3.48 -6.07
H 0.16 -2.13 -6.60
H -0.60 -3.36 -5.68
H 1.91 -2.77 -1.22
H 1.47 -1.24 -1.94
H 3.92 -1.52 -1.68
H 3.60 -1.84 -3.36
H 5.59 -3.50 -3.79
H 5.81 -4.66 -2.51
H 5.98 -2.96 -2.14
C 0.17 1.87 4.15
C -0.05 0.35 4.22
N 0.99 -0.45 5.18
C 0.73 -1.93 4.89
C 2.42 -0.08 4.80
C 2.92 -0.38 3.32
C 0.64 -0.01 6.64
C 1.47 -0.71 7.66
O 0.73 -0.77 8.89
C 0.48 0.48 9.57
H 1.07 2.13 3.59
H 0.29 2.39 5.10
H -0.69 2.35 3.68
H 0.08 -0.09 3.23
H -1.07 0.05 4.47
H -0.25 -2.24 5.25
H 1.50 -2.39 5.51
H 0.90 -2.04 3.82
H 3.02 -0.54 5.59
H 2.44 1.00 4.88
H 3.19 -1.40 3.06
H 3.91 0.08 3.34
H 2.43 0.09 2.46
H -0.42 -0.23 6.62
H 0.72 1.07 6.70
H 2.50 -0.39 7.77
H 1.60 -1.77 7.50
H 1.16 1.30 9.37
H 0.36 0.29 10.64
H -0.52 0.81 9.30
Cl 0.01 -0.50 0.42

=====

| no. | calculated total energy (eV) | E_HOMO (eV) |
| --- | --- | --- |
| 1 | -8433.7521 | -9.4049 |
| 2 | -61125.9047 | -15.2407 |